# C7H8

C7H8 in the gas phase (ωB97M-V/def2-TZVPD, the OMol25 dataset).

```
15
Properties=species:S:1:pos:R:3:forces:R:3
H -2.7248 0.7557 -0.1756 0.058 0.702 0.322
C 0.0557 -0.1504 -1.1528 -0.198 0.216 -0.438
H 3.1660 0.2712 0.0091 0.056 -0.229 0.634
H -2.6422 -0.6945 0.8225 0.097 0.021 0.368
C -0.7165 -0.0855 -0.0093 0.612 0.750 0.924
C 1.3495 0.1720 1.2398 0.560 -0.089 0.727
H 1.9045 0.0271 -2.0957 0.489 0.263 0.261
C -2.2070 -0.1759 -0.0206 -0.363 -0.890 -1.331
H 1.8720 0.1519 2.1888 -0.161 0.389 0.099
H -2.5120 -0.7416 -0.9157 0.098 -0.093 0.251
C 2.0937 0.1379 0.0861 0.493 0.595 -1.334
H -0.4428 -0.3447 -2.1014 0.153 0.087 0.052
C 1.4315 0.0901 -1.1223 -1.076 -1.203 -0.675
H -0.6037 0.4174 2.0626 0.007 -0.412 0.285
C -0.0240 0.1694 1.1845 -0.825 -0.105 -0.144
```
Forces are in eV/Å.

Kohn-Sham gap = 10.160 eV
SMILES = Cc1ccccc1
strongest force on any atom = 1.7 eV/A
energy relative to the best compared isomer or geometry (same formula, charge and spin) = 22.2 kJ/mol
total energy = -271.52301 Eh
spin multiplicity = 1
LUMO energy = 1.0846 eV

# C7H8

A molecular structure, C7H8 (ωB97M-V/def2-TZVPD, the OMol25 dataset).

```
15
Properties=species:S:1:pos:R:3:forces:R:3
H -1.3167 -1.7281 -0.6857 0.045 0.155 -0.021
H -1.9595 0.7875 1.0886 0.128 -0.083 0.021
C 2.3024 -0.6030 0.2181 -0.378 -0.169 0.074
C 0.2506 1.3749 -0.5654 0.310 0.647 -0.268
H -1.9869 -0.1926 -1.2864 0.128 -0.074 0.040
C 1.0024 2.2968 -0.9493 -0.411 -0.737 0.304
C -1.0622 -0.7321 -1.0650 -0.053 -0.017 -0.077
H -1.2955 -0.7357 1.7265 0.046 0.125 -0.092
C -1.0373 0.2373 1.2938 -0.047 0.039 0.060
C 1.0800 -0.4807 0.1854 0.521 -0.032 0.009
H -0.4496 0.8166 2.0099 -0.080 -0.094 -0.102
H 3.3359 -0.8679 0.3120 -0.164 0.060 -0.021
H -0.4935 -0.8247 -1.9935 -0.078 0.007 0.142
H 1.9042 0.5646 -0.2576 -0.053 0.211 -0.083
C -0.2744 0.0871 -0.0314 0.087 -0.037 0.015
```
Forces are in eV/Å.

Kohn-Sham gap = 8.138 eV
strongest force on any atom = 0.9 eV/A
energy relative to the best compared isomer or geometry (same formula, charge and spin) = 796.1 kJ/mol
total energy = -271.22822 Eh
spin multiplicity = 1
LUMO energy = -0.3704 eV

# C7H8

C7H8 in the gas phase (ωB97M-V/def2-TZVPD, the OMol25 dataset).

```
15
Properties=species:S:1:pos:R:3:forces:R:3
H -2.2398 0.4849 -1.1014 -0.386 -1.244 2.085
H -0.2188 -0.0280 -1.2664 -0.670 -1.190 -0.741
C 0.1841 1.3006 0.1051 2.850 2.795 -0.705
C 1.4553 0.7863 -0.1937 -0.667 2.401 0.986
H 0.0410 2.4094 -0.1786 -0.025 -1.568 1.392
C 1.6579 -0.6910 -0.0436 2.116 5.750 -0.039
H 0.8296 -2.3663 0.5209 -1.243 -0.316 -0.709
H 2.3131 1.5911 -0.2021 -1.614 -2.005 -0.641
H -0.6678 -0.0199 1.7800 -0.338 0.773 -3.397
H 2.6329 -0.8638 0.2403 1.820 -1.410 0.660
C 0.6035 -1.4008 0.0500 -1.770 -4.374 -0.019
H -3.1405 -0.6559 0.3329 3.764 1.244 -1.218
C -0.7949 0.3172 0.5907 -1.750 0.255 1.811
C -0.5800 -0.6976 -0.4879 -2.161 -1.143 1.551
C -2.0755 -0.1662 -0.1461 0.074 0.031 -1.015
```
Forces are in eV/Å.

Kohn-Sham gap = 8.646 eV
SMILES = C1=C[C@H]2C[C@@H]2C=C1
strongest force on any atom = 6.1 eV/A
energy relative to the best compared isomer or geometry (same formula, charge and spin) = 642.8 kJ/mol
total energy = -271.28662 Eh
spin multiplicity = 1
LUMO energy = 0.9574 eV

Q: What is the formula in the first record?
A: C7H8

Q: What is the formula in the third record?
A: C7H8

Q: The highest Kohn-Sham gap belongs to which entry?
A: number 1